# 1
Density functional theory data (ωB97M-V/def2-TZVPD) for a cluster of 2 separate species, C3H4BrCl in total in a non-equilibrium geometry.

Last column: natural (NBO) charge in e.
Geometry (Å):
C1 1.33841 -0.57617 0.48995  -0.200
C2 0.44116 0.06799 -0.44265  -0.412
C3 0.26875 -1.28505 0.23925  -0.099
Cl1 -0.57156 -2.64415 0.09323  0.137
Br1 -3.20529 -0.20034 -0.18698  -0.208
H1 2.30432 -0.57425 1.00062  0.225
H2 -4.63467 -0.10908 -0.37474  0.207
H3 -0.31918 0.91916 -0.18583  0.172
H4 0.63276 0.12041 -1.53678  0.178

Energy relative to the best compared isomer or geometry (same formula, charge and spin) = 60.2 kcal/mol
Largest force on an atom = 4.19 eV Å⁻¹
SMILES = ClC1=CC1.Br
E_LUMO = 0.568 eV
E = -3150.7981 hartree

---

# 2
Density functional theory data (ωB97M-V/def2-TZVPD) for a cluster of 2 separate species, C3H4BrClF2 in total.

Last column: natural (NBO) charge in e.
Geometry (Å):
C1 -0.74184 -0.88462 0.82356  -0.436
C2 -2.00397 -0.50463 0.76750  -0.201
C3 1.62153 0.89582 -0.97637  0.508
F1 1.94554 1.37130 -2.17742  -0.320
F2 1.03003 1.87666 -0.29403  -0.325
Cl1 -3.24502 -1.50299 0.10851  -0.007
Br1 3.23883 0.34822 -0.03780  -0.027
H1 -0.00307 -0.24192 1.27234  0.216
H2 -0.41721 -1.84411 0.46105  0.212
H3 0.93557 0.04157 -1.07583  0.165
H4 -2.36038 0.44471 1.12850  0.215

Energy relative to the best compared isomer or geometry (same formula, charge and spin) = 8.9 kcal/mol
Largest force on an atom = 0.49 eV Å⁻¹
SMILES = FC(F)Br.C=CCl
E_LUMO = 0.680 eV
E = -3350.6150 hartree

---

| no. | frontier orbital gap (eV) | highest occupied orbital energy (eV) |
| --- | --- | --- |
| 1 | 9.647 | -9.08 |
| 2 | 10.723 | -10.04 |